Run P
41
Properties=species:S:1:pos:R:3 method="wB97M-V/def2-TZVPD" smiles="O=C(c1ccc(Cn2cc([N+](=O)[O-])cn2)o1)N1CCCCCC1" charge=0 homo_lumo_gap_ev=8.76 e_homo_ha=-0.3345
O -3.10720 -1.93887 -0.37622
C -2.01966 -1.38106 -0.39917
N -1.86037 -0.11168 -0.83892
C -0.66833 0.68794 -0.64754
C -0.63541 1.31647 0.75237
H 0.39982 1.47583 1.05814
C -1.36456 2.66194 0.86360
C -2.58426 2.84341 -0.04633
C -3.50353 1.62545 -0.14833
H -4.50438 1.96136 -0.42633
H -3.58020 1.12437 0.81738
C -3.05689 0.61694 -1.20966
H -2.86835 1.13350 -2.15658
H -3.84243 -0.12603 -1.36025
H -3.15655 3.68889 0.34145
H -2.25973 3.12111 -1.05196
H -0.65923 3.46458 0.63970
H -1.67316 2.78949 1.90284
H -1.07259 0.59564 1.44781
H 0.21138 0.06587 -0.80250
H -0.65746 1.46527 -1.41394
C -0.84410 -2.15256 0.07667
C -0.88025 -3.18199 0.98043
C 0.44577 -3.65091 1.11055
C 1.19873 -2.89442 0.26134
O 0.42278 -1.98614 -0.36856
C 2.66092 -2.88943 -0.05580
N 3.12573 -1.53806 -0.24896
C 2.82891 -0.46810 0.49301
C 3.44142 0.61229 -0.13051
C 4.09275 0.06183 -1.25536
N 3.87982 -1.23061 -1.30323
H 4.67699 0.56720 -1.99605
N 3.37614 1.96239 0.26610
O 2.65689 2.22666 1.21305
O 4.02327 2.77201 -0.36398
H 2.23558 -0.50837 1.38350
H 3.21086 -3.37697 0.75585
H 2.87210 -3.42058 -0.99031
H 0.79089 -4.44431 1.74068
H -1.75213 -3.54037 1.48606

***

Run Q
41
Properties=species:S:1:pos:R:3 method="wB97M-V/def2-TZVPD" smiles="NC(=O)C[C@H](N)C(=O)N[C@@H](Cc1c[nH]c2ccccc12)C(=O)O" charge=0 homo_lumo_gap_ev=8.59 e_homo_ha=-0.3019
C 2.71444 0.19284 -0.37787
C 1.34409 1.00091 -0.15115
C 3.49770 0.43132 -1.62118
C 3.88957 1.77776 -2.10329
C -0.15234 -0.45616 -1.48993
C -1.18228 -0.16585 -2.59369
C -0.73935 -1.60226 -0.65032
C -2.03302 -1.14207 0.16114
C -3.30526 -1.58386 0.01859
C -1.97643 -0.53711 1.44332
C -3.26479 -0.58789 2.02317
C -0.96505 0.14533 2.19161
C -3.55625 -0.04827 3.30188
C -1.23954 0.62912 3.44016
C -2.51283 0.41150 4.01646
H 1.96591 -1.39203 0.73206
H 3.50648 -1.61521 0.10054
H 3.24376 0.67809 0.48275
H 3.00694 -0.05886 -2.53541
H 4.43741 -0.17155 -1.47970
H 3.51254 3.71056 -2.13331
H 2.80278 2.96177 -0.74609
H -0.52027 1.39347 -0.80133
H 0.80231 -0.87805 -1.80061
H -0.92634 -2.61787 -1.15080
H 0.00274 -1.87635 0.17523
H -3.78303 -2.29922 -0.67596
H -5.04384 -1.39175 1.19781
H -0.02296 0.28769 1.62339
H -4.59454 -0.02644 3.66084
H -0.49770 1.18260 4.03217
H -2.72193 0.76488 5.04065
H -0.57884 -1.75902 -3.49515
N 2.56734 -1.24936 -0.09870
N 3.12739 2.86988 -1.72089
N 0.17937 0.71836 -0.76692
N -4.05429 -1.21344 1.08658
O 1.39768 1.97519 0.60703
O 4.86853 1.90733 -2.78546
O -1.89212 0.78115 -2.62859
O -1.30399 -1.14713 -3.52907

***

Q: What are the energies relative to the best structure? A: run P 369.7; run Q 0.0, in kJ/mol.

***

Run P
31
Properties=species:S:1:pos:R:3 method="wB97M-V/def2-TZVPD" charge=+1 homo_lumo_gap_ev=8.50 e_homo_ha=-0.4968
C 2.20137 -1.02655 -2.05793
C 2.90255 1.53182 -0.16032
C 0.05693 -0.37118 0.53719
C 1.34975 -0.12943 0.70345
C 2.07261 -0.22431 1.99837
C -0.99526 -1.38344 -1.46802
C -2.10484 1.82629 0.54691
C -2.94310 -0.54588 0.90596
C -0.86268 -0.11837 -0.56709
C -2.22017 0.41154 -0.04034
N 1.95000 0.19101 -1.72913
N 2.10919 0.52166 -0.35418
H 2.30200 -1.43880 -3.10632
H 2.62817 -1.79427 -1.49821
H 3.34348 1.98555 -1.01210
H 2.92927 2.11616 0.70679
H -0.34036 -0.84578 1.44275
H 3.20063 -0.62456 1.85578
H 1.79992 -0.98436 2.64255
H 2.29813 0.76751 2.38192
H -1.29541 -2.38945 -1.11004
H -1.70806 -1.08623 -2.22224
H 0.02030 -1.62522 -1.90674
H -1.57569 1.73246 1.60922
H -1.47981 2.63325 -0.03607
H -3.17244 2.17046 0.74946
H -2.83265 -0.13418 1.91414
H -2.29957 -1.44727 0.95038
H -4.03303 -0.87031 0.56086
H -0.50239 0.58085 -1.29525
H -2.79884 0.57101 -0.94175

***

Run Q
31
Properties=species:S:1:pos:R:3 method="wB97M-V/def2-TZVPD" charge=+1 homo_lumo_gap_ev=8.69 e_homo_ha=-0.4978
C -2.00931 0.56093 -1.11872
C -0.68218 0.42987 -1.29519
C -2.55221 0.14397 0.20445
C 0.35545 0.05975 -0.31199
C 2.59237 1.19904 0.20449
C 0.60336 2.63432 0.15879
C 1.61576 -1.84076 0.83179
C -0.15791 -2.33916 -0.71525
C 1.05117 1.18741 0.38958
C 0.95316 -1.30002 -0.43776
N -1.67741 -0.06509 1.10126
N -3.91536 -0.03561 0.30602
H -2.75990 0.62824 -1.91518
H -0.11326 0.52005 -2.21970
H 2.78144 1.54630 -0.86423
H 3.26924 0.34314 0.41954
H 2.97151 2.06798 0.88353
H 0.78940 3.00870 -0.85978
H 1.33076 3.36103 0.72418
H -0.45497 2.70423 0.47213
H 2.16398 -2.75458 0.59929
H 0.87068 -2.07725 1.53321
H 2.40206 -1.17606 1.31560
H 0.40117 -3.31533 -0.73300
H -0.77471 -2.05236 -1.63179
H -0.93574 -2.39945 0.09393
H 0.91933 0.91045 1.41971
H 1.65228 -1.24138 -1.22756
H -1.93155 -0.43368 1.97935
H -4.46835 0.03415 -0.43316
H -4.29026 -0.30883 1.12645

***

Run R
31
Properties=species:S:1:pos:R:3 method="wB97M-V/def2-TZVPD" charge=+1 homo_lumo_gap_ev=8.73 e_homo_ha=-0.4382
C -0.10892 1.87543 -0.23256
C 1.59332 1.87192 0.07317
C 1.27345 -0.59113 0.55393
C -1.31717 1.19465 -0.14585
C -0.00211 -0.92035 -0.25033
C -2.72787 1.78606 -0.46511
C 0.29084 -0.52847 -1.71962
C -0.28111 -2.49051 -0.32925
C 3.49665 0.64824 0.41584
C -1.75598 -0.33007 1.62223
N 2.06090 0.73421 0.34836
N -1.27158 -0.24641 0.23181
H -0.21103 2.84914 -0.59621
H 0.99574 -0.69825 1.67429
H 1.92860 -1.34357 0.21953
H -2.52765 2.31091 -1.38038
H -2.93498 2.63030 0.26606
H -3.38091 0.96420 -0.50451
H -0.30695 -1.01631 -2.43187
H 1.35856 -0.90382 -1.94828
H 0.54480 0.52567 -1.62872
H 0.43088 -2.91821 -1.05735
H -1.34559 -2.67026 -0.42210
H 0.13198 -2.90643 0.70793
H 3.97846 0.24168 -0.52466
H 3.91565 1.78467 0.42662
H 3.81997 0.19599 1.30172
H -0.94630 0.05889 2.26220
H -2.73480 0.03623 1.80209
H -1.86401 -1.48984 2.01251
H -2.10281 -0.65458 -0.28147

***

Q: What are the energies relative to the best structure? A: run P 182.4; run Q 0.0; run R 333.0, in kJ/mol.

***

Run P
13
Properties=species:S:1:pos:R:3 method="wB97M-V/def2-TZVPD" smiles="C=c1[nH][n+](=C)c(=O)o1" charge=+1 homo_lumo_gap_ev="8.28 / 8.28" e_homo_ha="-0.5105 / -0.5105"
C -0.65353 -1.01057 0.02099
C 1.51736 -0.49608 -0.04512
C -1.73406 -1.83915 0.00341
C 1.02149 2.05549 -0.00616
N -0.63293 0.41377 0.12592
N 0.59118 0.83949 -0.02745
O 2.69297 -0.44835 0.08980
O 0.66515 -1.47208 -0.09543
H -1.51017 -2.87960 -0.04635
H -2.76286 -1.59304 0.02987
H 0.33902 2.86089 -0.06317
H 1.87533 2.51657 -0.39881
H -1.40895 1.05265 0.41250

***

Run Q
13
Properties=species:S:1:pos:R:3 method="wB97M-V/def2-TZVPD" smiles="C=NC(=O)OC1=[NH+]C1" charge=+1 homo_lumo_gap_ev=11.07 e_homo_ha=-0.5753
C -0.32781 -1.19307 -0.29732
C -1.41756 -0.46227 1.84212
C 0.40947 -1.62079 -1.49027
C -1.09980 1.92113 1.68135
N 0.94550 -1.00403 -0.25864
N -0.83769 0.69861 1.75446
O -1.73975 -1.23718 2.63936
O -1.39431 -1.03362 0.28776
H 0.41106 -1.00972 -2.38494
H 0.57994 -2.67935 -1.65027
H -0.26546 2.61232 1.70421
H -2.10989 2.31648 1.59186
H 1.77844 -0.96098 0.30142

***

Run R
13
Properties=species:S:1:pos:R:3 method="wB97M-V/def2-TZVPD" charge=+1 homo_lumo_gap_ev=7.65 e_homo_ha=-0.5176
C 3.19578 0.96820 -0.14510
C 2.26726 -0.10228 -0.02031
C 0.08830 0.36086 0.10026
C -0.55025 -0.91228 -0.08696
N 1.69472 -2.36140 0.07894
N 2.24093 -1.31735 0.04342
O 4.36926 0.74916 -0.02220
O -0.26711 1.55339 0.11721
H 2.82346 1.91649 -0.32485
H -0.76276 -1.04899 -1.15018
H -1.61843 -1.09032 0.33081
H 0.15456 -1.85296 -0.01635
H -1.11611 1.96718 0.23686

***

Q: What are the energies relative to the best structure? A: run P 5.9; run Q 0.0; run R 423.5, in kJ/mol.

***

Run P
23
Properties=species:S:1:pos:R:3 method="wB97M-V/def2-TZVPD" smiles="C=[P@](C)(OC)C(C)C" charge=0 homo_lumo_gap_ev=7.75 e_homo_ha=-0.2568
C -0.67501 1.53292 1.56012
C 2.02955 0.71593 -0.17531
C 0.16219 1.44449 -1.70741
C 0.04881 -2.42393 0.97324
C -2.01905 -0.63581 -0.15721
C 0.68871 0.38575 -0.89713
O -0.02130 -1.15586 1.58222
P -0.50501 0.07140 0.63882
H -1.27801 1.46858 2.45119
H 0.11717 2.25262 1.28761
H 2.13035 0.04974 0.81828
H 2.87105 0.57869 -0.79020
H 2.05297 1.75647 0.12992
H 0.48309 2.42634 -1.25411
H -0.92849 1.47333 -1.87346
H 0.70900 1.51465 -2.67503
H 0.30103 -3.19650 1.67816
H 0.87647 -2.38543 0.31843
H -0.82319 -2.74898 0.49233
H -2.44150 -1.42496 0.53726
H -2.68881 0.19051 -0.40125
H -1.70074 -1.28390 -1.15848
H 0.61072 -0.60606 -1.37798

***

Run Q
23
Properties=species:S:1:pos:R:3 method="wB97M-V/def2-TZVPD" smiles="CC(C)(C)O.C=PC" charge=0 homo_lumo_gap_ev=9.39 e_homo_ha=-0.3262
C -3.15772 1.92039 -1.05274
C 0.96694 -0.52766 2.24454
C 1.98612 -1.50417 0.28674
C 2.37050 0.92994 0.99727
C -2.71584 -0.55356 -2.87319
C 1.41509 -0.28591 0.82861
O 0.36644 0.23017 0.12375
P -2.65175 0.28871 -1.19736
H -2.96045 2.47744 -0.09500
H -3.58606 2.55212 -1.89215
H 1.65986 -0.53188 3.12553
H 0.16478 0.14163 2.46259
H 0.51268 -1.53403 2.22910
H 1.28307 -2.26596 0.10227
H 2.75222 -1.83130 1.02457
H 2.67765 -1.36289 -0.59688
H 2.49714 1.33534 0.02728
H 1.88252 1.57242 1.65098
H 3.35577 0.68516 1.40441
H -3.00505 0.25913 -3.50005
H -1.72386 -0.99045 -3.20022
H -3.66095 -1.20092 -2.73654
H -0.42909 0.19628 0.63649

***

Q: What are the energies relative to the best structure? A: run P 0.0; run Q 41.9, in kJ/mol.